The following is a quantum chemistry calculation of C6H13NO as an isolated structure at a distorted geometry, from the Open Molecules 2025 dataset.

Results
HOMO energy: -8.701 eV
Calculated total energy: -366.28717 Eh
Kohn-Sham gap: 9.440 eV

Element x y z (Å)
C 0.86 0.45 0.50
C -1.64 -0.11 -1.58
C -0.56 0.05 0.76
C 1.21 1.91 0.51
C 1.88 -0.54 0.93
C -0.65 -0.73 -0.59
O -2.97 -0.30 -1.15
N -0.48 -2.04 -0.65
H -3.10 -1.26 -1.07
H 0.57 -0.03 -0.88
H -0.51 -2.48 0.27
H -1.49 0.97 -1.65
H -1.47 -0.56 -2.56
H -0.68 -0.62 1.62
H -1.25 0.89 0.78
H 2.89 -0.25 0.64
H 0.46 2.51 0.01
H 1.27 2.26 1.55
H 2.19 2.09 0.07
H 1.85 -0.69 2.01
H 1.61 -1.51 0.47